Entry 1:
66
Properties=species:S:1:pos:R:3 method="wB97M-V/def2-TZVPD" multiplicity=3 largest_force_ha_per_bohr=0.046 orbital_gap_ev="7.0 / 6.4" total_charge=+3 s2=2.314 homo_ev="-16.86 / -16.93"
Mo 0.1724 0.2839 -0.6445
C 3.6436 0.0010 0.9837
C 3.4110 -0.3714 -0.4747
N 2.3767 0.4614 -1.1484
C 2.2509 0.0121 -2.5601
C 0.9016 0.4465 -3.1275
C 2.7562 1.9007 -1.0810
C 1.8750 2.5868 -0.0531
N 0.5001 2.3039 -0.4710
C -0.3792 3.3265 -0.6933
C -1.5792 2.9737 -1.3324
F -1.6995 1.6432 -1.6038
C -2.5651 3.8447 -1.7073
F -3.6439 3.3732 -2.3100
C -2.4114 5.1966 -1.4367
C -1.2509 5.6004 -0.7962
F -1.0685 6.8712 -0.5129
C -0.2549 4.7086 -0.4202
F 0.7972 5.2067 0.2096
H 4.2881 -0.7495 1.4454
H 2.6913 0.0883 1.5145
H 4.1607 0.9534 1.0930
H 3.0993 -1.4090 -0.5518
H 4.3485 -0.2699 -1.0287
H 2.3029 -1.0757 -2.5762
H 3.0697 0.3989 -3.1704
H 0.0459 0.1174 -2.4645
H 0.7054 -0.0895 -4.0547
H 0.8308 1.5106 -3.3395
H 2.5720 2.3692 -2.0476
H 3.8141 2.0238 -0.8515
H 2.1122 3.6424 -0.0131
H 2.0214 2.1694 0.9442
H -3.1717 5.9161 -1.7124
N 1.8445 -2.2835 2.7682
C 0.4191 -2.4409 2.3279
C -0.2402 -3.5032 3.2008
P -0.5193 -0.8394 2.4142
O -0.2265 -0.4589 3.9155
O -1.9334 -1.1230 2.0618
O 0.1901 0.1731 1.5023
P 0.3565 -2.9262 0.5356
O 1.5678 -3.9495 0.5234
O -0.9532 -3.5002 0.1544
O 0.8041 -1.6978 -0.2810
H 1.8722 -2.0510 3.7662
H 2.3350 -1.5477 2.2504
H 2.3467 -3.1673 2.6287
H -0.1706 -3.2355 4.2570
H 0.2168 -4.4835 3.0501
H -1.2954 -3.5859 2.9537
H -0.8686 0.1053 4.3805
H 1.4577 -4.7612 -0.0028
N -3.9158 -2.5915 0.3064
C -4.1077 -1.7773 -0.9383
C -3.2354 -0.5193 -0.9456
N -1.8009 -0.8480 -0.7493
H -4.5745 -3.3706 0.3338
H -4.0496 -2.0225 1.1457
H -2.9486 -2.9879 0.3677
H -5.1535 -1.4842 -1.0087
H -3.8770 -2.4141 -1.7923
H -3.5352 0.1493 -0.1381
H -3.3980 -0.0051 -1.8900
H -1.5742 -1.6518 -1.3315
H -1.7556 -1.1661 0.2268

---

Entry 2:
51
Properties=species:S:1:pos:R:3 method="wB97M-V/def2-TZVPD" largest_force_ha_per_bohr=0.036 orbital_gap_ev=7.8 total_charge=+2 homo_ev=-14.88 relative_energy_ev=0.000
C 1.5276 2.1627 -0.8963
H 2.4662 2.7351 -0.9383
H 1.6312 1.4034 -1.7060
H 1.5528 1.6837 0.1179
C 0.3179 3.0741 -1.1179
H -0.5465 2.5016 -1.4988
H -0.0154 3.5020 -0.1617
C 0.5797 4.2227 -2.1087
H -0.3231 4.8339 -2.2390
H 1.3831 4.8813 -1.7543
H 0.8669 3.8470 -3.1002
C -0.9737 -2.1864 -0.3471
C -1.6201 -1.3464 -1.3005
C -0.6726 -1.0318 -2.3271
C 0.5899 -1.6257 -1.9594
C 0.3932 -2.3330 -0.7304
C 1.3943 -3.1511 0.0016
C 1.8776 -1.5199 -2.6977
C -0.9413 -0.1710 -3.5108
C -3.0313 -0.8862 -1.2062
C -1.6242 -2.8194 0.8291
Lu 0.0745 -0.0159 -0.3370
H 2.7152 -1.8332 -2.0633
H 1.8628 -2.1647 -3.5886
H 2.0925 -0.4941 -3.0336
H 2.4158 -2.9338 -0.3261
H 1.3512 -2.9824 1.0872
H 1.2096 -4.2212 -0.1761
H -2.4782 -2.2311 1.1861
H -2.0078 -3.8176 0.5737
H -0.9127 -2.9490 1.6528
H -3.2038 0.0410 -1.7655
H -3.7299 -1.6367 -1.5980
H -3.3262 -0.6952 -0.1643
H -0.1388 0.5647 -3.6717
H -1.0245 -0.7654 -4.4331
H -1.8766 0.3899 -3.3872
C 1.1843 -0.4805 4.3142
P 0.2641 0.4034 3.0643
C -1.4927 0.1688 3.3491
C 0.6903 2.1483 3.0712
O 0.6117 -0.1651 1.6575
H 2.2590 -0.4624 4.0889
H 0.8445 -1.5248 4.3601
H 1.0203 -0.0176 5.3013
H -1.7920 0.6742 4.2802
H -2.0877 0.5723 2.5165
H -1.7029 -0.9058 3.4513
H 1.7559 2.2855 2.8397
H 0.0917 2.7051 2.3336
H 0.4979 2.5668 4.0684

---

Entry 3:
54
Properties=species:S:1:pos:R:3 method="wB97M-V/def2-TZVPD" largest_force_ha_per_bohr=0.017 orbital_gap_ev=8.1 total_charge=+2 homo_ev=-14.45 relative_energy_ev=0.414
Mo -0.8952 0.0128 -0.0271
N -1.1070 1.3638 1.7443
C -1.9616 2.5360 1.3444
C -2.7393 2.2554 0.0655
N -1.8284 1.7154 -0.9928
C -0.9130 2.7941 -1.4921
C 0.4708 2.7301 -0.8765
N 0.9028 1.3153 -0.8650
C -2.5796 1.1213 -2.1443
C -1.6690 0.2058 -2.9564
N -0.9993 -0.8262 -2.0936
H -1.6022 0.8019 2.4348
H -0.2861 1.6871 2.2498
H -1.3068 3.3954 1.2091
H -2.6586 2.7898 2.1417
H -3.2191 3.1728 -0.2844
H -3.5134 1.5113 0.2377
H -1.3756 3.7666 -1.3189
H -0.8174 2.6866 -2.5726
H 0.4913 3.0867 0.1521
H 1.1517 3.3605 -1.4492
H 1.7492 1.2148 -0.3047
H 1.1867 1.0310 -1.7994
H -2.9819 1.9111 -2.7826
H -3.4132 0.5554 -1.7300
H -0.8747 0.7870 -3.4285
H -2.2430 -0.2605 -3.7562
H -0.1674 -1.1822 -2.5588
H -1.5935 -1.6476 -2.0084
C 4.2391 -1.8564 0.3476
C 3.1495 -0.7759 0.2658
C 3.5528 0.4033 1.1520
C 1.8049 -1.3907 0.6130
C 1.1497 -1.1322 1.8213
C 0.0157 -1.8596 2.1990
C -0.5121 -2.8495 1.3762
C -1.7532 -3.5989 1.7549
C 0.1492 -3.1123 0.1640
C 1.2735 -2.4034 -0.2071
H 5.2045 -1.4379 0.0651
H 4.0285 -2.6979 -0.3106
H 4.3161 -2.2352 1.3679
H 3.1159 -0.4452 -0.7813
H 3.7950 0.0624 2.1599
H 2.7816 1.1752 1.2682
H 4.4440 0.8852 0.7530
H 1.5672 -0.4141 2.5169
H -0.4367 -1.6756 3.1671
H -2.6339 -3.0877 1.3558
H -1.8656 -3.6606 2.8359
H -1.7434 -4.6095 1.3504
H -0.2266 -3.8978 -0.4819
H 1.7779 -2.6527 -1.1353
O -2.4011 -0.6244 0.2443

---

Entry 4:
49
Properties=species:S:1:pos:R:3 method="wB97M-V/def2-TZVPD" smiles=CC#CC[N+](C)(C)CCCCCCCCCC largest_force_ha_per_bohr=0.020 orbital_gap_ev=10.6 total_charge=+1 homo_ev=-12.99 relative_energy_ev=0.021
C 2.0702 2.4358 0.8734
C 2.3414 1.0254 0.8132
C 2.5685 -0.1526 0.7673
C 2.7997 -1.5834 0.7401
N 2.9521 -2.1093 -0.6550
C 2.9540 -3.5806 -0.6168
C 4.2401 -1.6369 -1.1960
C 1.8580 -1.6092 -1.5442
C 0.4400 -1.7577 -1.0039
C -0.5571 -1.2219 -2.0356
C -1.9945 -1.2107 -1.5112
C -2.2313 -0.3402 -0.2743
C -1.8426 1.1241 -0.4707
C -2.1611 1.9940 0.7473
C -3.6565 2.1882 0.9881
C -3.9257 3.1640 2.1317
C -5.4180 3.3471 2.3771
H 2.2710 2.8982 -0.0922
H 1.0262 2.6003 1.1366
H 2.7045 2.9016 1.6257
H 1.9632 -2.0996 1.2184
H 3.7126 -1.8217 1.2941
H 3.7340 -3.9384 0.0537
H 3.1399 -3.9794 -1.6127
H 1.9946 -3.9533 -0.2644
H 5.0664 -2.0773 -0.6401
H 4.3350 -1.9157 -2.2438
H 4.2978 -0.5525 -1.1085
H 2.0441 -0.5474 -1.7189
H 1.9447 -2.1355 -2.4973
H 0.1956 -2.7995 -0.7926
H 0.3289 -1.1746 -0.0914
H -0.5198 -1.8435 -2.9325
H -0.2705 -0.2105 -2.3252
H -2.6389 -0.8532 -2.3156
H -2.2973 -2.2343 -1.2800
H -3.2941 -0.3958 -0.0397
H -1.6936 -0.7453 0.5862
H -2.3676 1.5211 -1.3415
H -0.7695 1.1931 -0.6681
H -1.7063 1.5514 1.6382
H -1.7083 2.9780 0.5978
H -4.1239 1.2316 1.2268
H -4.1209 2.5682 0.0755
H -3.4510 2.7920 3.0430
H -3.4764 4.1314 1.8957
H -5.8827 2.3980 2.6350
H -5.9062 3.7361 1.4865
H -5.5880 4.0445 3.1933

---

Entry 5:
54
Properties=species:S:1:pos:R:3 method="wB97M-V/def2-TZVPD" multiplicity=2 largest_force_ha_per_bohr=0.055 orbital_gap_ev="6.5 / 6.5" total_charge=-1 s2=0.754 homo_ev="-4.20 / -4.20"
C 2.5608 3.6761 0.7993
C 2.2300 2.9718 -0.5607
C 0.7286 2.4845 -0.6038
C 0.5101 1.1732 -1.4160
C 1.2334 1.4172 -2.8051
C 0.8766 -0.1821 -0.6889
C 1.8472 -1.0010 -1.6220
N 2.1753 -2.3513 -1.0266
C -0.4549 -1.0497 -0.7249
C -1.4665 -0.7406 0.4235
C -2.5932 -1.8510 0.2923
C -2.2309 0.6075 0.3126
N -0.7848 -0.9955 1.7104
O -0.6062 -2.2539 1.9068
C 0.4127 -0.1835 1.9549
C 1.1964 -0.9515 3.1032
C 0.0739 1.1886 2.6572
C 1.4270 -0.0580 0.7652
H 2.8335 2.9408 1.5834
H 1.6371 4.1944 1.1309
H 3.3819 4.4111 0.7090
H 2.8546 2.0481 -0.5854
H 2.5143 3.5587 -1.4487
H 0.3035 2.4958 0.4140
H 0.1931 3.2896 -1.1611
H -0.5646 1.1600 -1.6927
H 2.3299 1.4225 -2.7293
H 0.8457 0.7147 -3.5646
H 0.8829 2.4214 -3.1340
H 2.8223 -0.4899 -1.7633
H 1.3553 -1.2502 -2.5818
H 2.9968 -2.1748 -0.4503
H 2.5521 -2.8721 -1.8174
H -1.0003 -0.8957 -1.6821
H -0.2497 -2.1340 -0.6751
H -3.2800 -1.5167 -0.5111
H -3.1610 -1.9684 1.2304
H -2.1643 -2.7933 -0.0770
H -1.6010 1.5132 0.2728
H -2.8264 0.5896 -0.6224
H -2.9613 0.6600 1.1467
H 1.9188 -0.1983 3.4999
H 0.5161 -1.1730 3.9451
H 1.7329 -1.8325 2.7264
H -0.6561 1.7956 2.1007
H -0.1812 1.0396 3.7188
H 1.0314 1.7570 2.6469
H 2.0115 0.8695 0.9502
H 2.1787 -0.8616 0.9265
C -5.1527 -3.4176 -1.6686
O -3.9025 -3.5030 -1.8677
O -5.6046 -4.3242 -0.7152
O -5.9961 -2.6642 -2.1821
H -4.7263 -4.7131 -0.5490

---

Entry 6:
49
Properties=species:S:1:pos:R:3 method="wB97M-V/def2-TZVPD" largest_force_ha_per_bohr=0.258 orbital_gap_ev=10.2 total_charge=0 homo_ev=-9.44 relative_energy_ev=15.717
C -2.7965 3.9090 0.4947
C -1.4197 4.0184 -0.2579
C -0.2223 4.2747 0.7667
C -0.0633 3.2554 1.7444
C 1.1194 3.5762 2.4607
C 2.4606 3.3346 1.9439
C 3.0071 1.9623 2.2635
C 2.4085 0.7576 1.4927
C 2.3091 0.7551 0.0065
C 1.4291 -0.5396 -0.5074
C 0.1626 -0.4980 -0.0797
C -0.6616 -1.4949 -0.8872
C -0.5963 -2.8912 -0.4913
C -1.3728 -4.1177 -0.7824
C -1.2830 -4.2445 -2.4496
C -2.3157 -5.3361 -2.6644
O -2.1515 -6.2602 -3.5469
H -3.3506 -5.2422 -2.3093
H -1.5103 -3.4995 -2.9415
H -0.2950 -4.5828 -2.4896
H -2.4149 -3.7048 -0.6446
H -1.1533 -4.9657 -0.0995
H 0.6260 -3.2938 -0.5399
H -0.5223 -2.9636 0.9478
H -0.3726 -1.5254 -2.1041
H -1.8758 -1.4752 -0.7468
H -0.5769 0.5537 -0.5689
H -0.0419 -0.6188 0.9042
H 1.8506 -1.3790 0.0811
H 1.5423 -0.6124 -1.5165
H 1.8607 1.5609 -0.3125
H 3.2828 0.7547 -0.4569
H 1.3628 0.6931 2.0460
H 2.7135 -0.1441 1.8685
H 4.0925 1.9189 1.6347
H 3.4762 1.6171 3.2585
H 3.3402 4.0291 2.0835
H 2.3129 3.3557 1.0728
H 1.2357 4.5001 3.0831
H 1.2950 2.8360 3.6719
H -1.0413 3.1029 2.5523
H 0.0578 2.3831 1.5169
H -0.5604 5.4315 1.4503
H 0.5261 4.7446 0.2924
H -1.0098 3.3349 -0.7522
H -1.5054 4.8645 -0.9967
H -3.6426 3.8152 -0.3559
H -2.9582 3.0287 1.0230
H -2.8901 4.8230 0.9617

---

Entry 7:
53
Properties=species:S:1:pos:R:3 method="wB97M-V/def2-TZVPD" largest_force_ha_per_bohr=0.096 orbital_gap_ev=6.2 total_charge=0 homo_ev=-6.51 relative_energy_ev=0.000
P -1.4855 0.1359 -0.0073
P 0.0433 -1.4084 -2.3541
C -1.8680 0.5316 -1.8107
C -1.5950 -0.6101 -2.8025
H -1.1834 1.3604 -2.0342
H -2.8950 0.9186 -1.8574
H -2.4278 -1.3189 -2.7748
H -1.4735 -0.2980 -3.8448
C 0.9535 0.2640 -2.5860
H 2.0474 0.0967 -2.6461
H 0.7462 0.9524 -1.7473
H 0.5844 0.7440 -3.5278
C 0.8575 -2.1228 -3.7761
H 1.7680 -1.5289 -4.0586
H 0.1322 -2.0544 -4.5817
H 1.0919 -3.1695 -3.5949
C -1.9644 1.8951 0.6228
H -2.1128 1.8831 1.7188
H -2.9015 2.2626 0.1577
H -1.1689 2.6345 0.4026
C -3.0034 -0.6565 0.6642
H -3.2596 -1.5567 0.0903
H -3.8404 0.0491 0.6461
H -2.7854 -0.9317 1.7031
Sn -1.0733 -2.7673 -0.6517
C 2.0135 1.5488 0.4284
C 1.3865 2.7355 0.2927
C 1.3864 3.8607 1.2456
C 1.5612 3.2775 2.6778
C 0.4136 2.4267 3.1749
C 0.1292 1.1353 2.8973
C 1.0142 0.0740 2.3229
C 2.2396 0.4660 1.4935
C -1.2383 -4.0457 1.1258
H 2.0790 0.9870 -0.5108
H 0.8591 2.9780 -0.6289
H 0.4355 4.3878 1.1336
H 2.1652 4.6142 1.0222
H 2.5027 2.7214 2.6414
H 1.6956 4.1544 3.3358
H -0.3783 2.9560 3.7430
H -0.8402 0.7842 3.2984
H 0.3798 -0.5948 1.7250
H 1.3539 -0.5628 3.1555
H 3.1377 0.6269 2.0953
H 2.5113 -0.4779 0.9865
H -1.2132 -4.9960 0.6007
H -2.2369 -3.9342 1.5315
H -0.4006 -3.8006 1.7836
O 1.2661 -3.0822 -0.0688
C 1.4668 -4.1676 -0.7353
O 0.7613 -4.6255 -1.6672
H 2.3629 -4.7518 -0.4501

---

Entry 8:
60
Properties=species:S:1:pos:R:3 method="wB97M-V/def2-TZVPD" smiles="O=S1(=O)CCCC1.O=S1(=O)CCCC1.O=S1(=O)CCCC1.O=S1(=O)CCCC1" largest_force_ha_per_bohr=0.095 orbital_gap_ev=10.4 total_charge=0 homo_ev=-9.95 relative_energy_ev=4.342
O -2.1096 -5.2644 2.9041
S -2.8700 -5.3092 1.6831
O -2.6272 -4.5709 0.4146
C -2.9193 -7.0482 1.0301
C -4.2861 -7.6040 1.2961
C -4.9299 -6.8244 2.3823
C -4.6276 -5.3498 2.1030
H -2.0720 -7.6389 1.3781
H -2.8433 -7.0588 -0.0572
H -4.9479 -7.7923 0.4506
H -4.1089 -8.6435 1.5719
H -4.6190 -7.1353 3.3798
H -5.9909 -7.0283 2.2383
H -4.5387 -4.6067 2.8955
H -5.1731 -4.9503 1.2480
O 8.4082 -5.7512 1.7029
S 7.2540 -5.4561 0.8932
O 7.2940 -4.6336 -0.2882
C 6.3164 -7.0503 0.3560
C 4.8733 -6.4899 0.3616
C 4.5848 -5.4968 1.5665
C 5.8703 -4.7544 1.8872
H 6.3808 -7.6766 1.2458
H 6.7190 -7.4085 -0.5915
H 4.6067 -6.1216 -0.6290
H 4.1008 -7.2443 0.5105
H 4.1340 -6.1772 2.2889
H 3.7477 -4.8408 1.3275
H 6.1061 -5.1399 2.8791
H 6.0971 -3.6902 1.9522
O 0.5123 10.2255 -1.6344
S -0.9590 10.0927 -1.8392
O -1.7451 9.6428 -0.6432
C -1.8223 11.4108 -2.7096
C -1.7417 11.1744 -4.2609
C -1.7712 9.6852 -4.5726
C -1.0896 8.9097 -3.3415
H -1.6044 12.4086 -2.3287
H -2.8535 11.3226 -2.3675
H -2.4465 11.8674 -4.7203
H -0.8525 11.6156 -4.7112
H -1.3051 9.4506 -5.5296
H -2.8443 9.5084 -4.5003
H -0.0574 8.7605 -3.6584
H -1.5717 7.9962 -2.9933
O 0.5833 -0.1980 1.8071
S -0.4607 0.8539 1.5482
O -1.6629 0.8157 2.3699
C 0.3004 2.5450 1.7201
C -0.3475 3.4375 0.6225
C -0.7062 2.5393 -0.6070
C -0.8318 1.0231 -0.2292
H 1.3267 2.3261 1.4253
H 0.4475 2.6981 2.7892
H -1.2890 3.9575 0.7996
H 0.3149 4.2896 0.4704
H 0.1387 2.7092 -1.2744
H -1.6808 2.8038 -1.0172
H -0.0474 0.4242 -0.6921
H -1.7625 0.4605 -0.3031

---

Entry 9:
59
Properties=species:S:1:pos:R:3 method="wB97M-V/def2-TZVPD" multiplicity=5 largest_force_ha_per_bohr=0.002 orbital_gap_ev="7.0 / 7.0" total_charge=0 s2=6.045 homo_ev="-6.86 / -6.93"
Cr -0.3379 -0.7287 -0.3218
C 5.4663 0.8176 1.4410
As 3.5296 0.9661 1.1154
C 3.6861 1.0497 -0.8339
C 3.0438 -0.9534 1.1588
C 2.6604 -1.5836 2.5147
C 2.3119 -3.0491 2.2491
C 1.4729 -0.8413 3.1503
As -0.2565 -0.9907 2.2545
C -1.0032 -2.6108 3.0461
C -1.2233 0.3537 3.2661
C 3.8709 -1.4498 3.4589
As 4.1451 -2.3916 5.1842
C 2.3515 -2.6995 5.9317
C 4.4665 -4.2262 4.5575
H 5.6941 0.7424 2.5020
H 5.9350 1.7212 1.0507
H 5.8799 -0.0463 0.9180
H 4.3363 0.2515 -1.1959
H 4.1132 2.0134 -1.1104
H 2.7036 0.9606 -1.2968
H 3.8701 -1.5245 0.7228
H 2.2039 -1.0417 0.4583
H 1.5740 -3.1276 1.4457
H 1.9125 -3.5460 3.1340
H 3.1986 -3.5970 1.9232
H 1.6855 0.2294 3.1960
H 1.3075 -1.1868 4.1718
H -0.8262 -2.6247 4.1219
H -0.5461 -3.4871 2.5904
H -2.0759 -2.6426 2.8569
H -1.1077 0.1805 4.3358
H -2.2793 0.3172 3.0010
H -0.8326 1.3313 2.9920
H 3.9866 -0.3924 3.7125
H 4.7814 -1.7195 2.9112
H 1.9206 -1.7605 6.2778
H 2.4885 -3.3440 6.8007
H 1.6642 -3.1877 5.2423
H 5.2803 -4.2157 3.8321
H 3.5907 -4.6879 4.1078
H 4.7842 -4.8234 5.4118
Se 0.6402 -0.7216 -2.6893
Se -1.3531 0.3716 -3.2194
Se -1.9742 1.2756 -1.0760
Se 0.0788 1.7447 -0.0860
N 0.3125 -3.8124 -1.1529
C -0.9978 -3.7364 -0.7715
C -1.8005 -4.8829 -0.6509
C -3.1050 -4.7491 -0.2513
C -3.6162 -3.4783 0.0207
C -2.7682 -2.4085 -0.1015
N -1.4753 -2.5208 -0.4682
H 0.5973 -4.6910 -1.5543
H 0.6233 -2.9973 -1.6831
H -1.3794 -5.8505 -0.8880
H -3.7350 -5.6246 -0.1603
H -4.6432 -3.3284 0.3182
H -3.1018 -1.3976 0.1009